1.
2 unconnected molecules or ions with the total composition C4H9N2 in a non-equilibrium geometry, computed with ωB97M-V/def2-TZVPD.

Each atom is followed by the atoms it is bonded to, with distances in Å.
Cartesian coordinates (Å):
1 C 2.2398 2.3349 0.2202  C2 1.323, H7 1.017, H8 1.101
2 C 1.2000 1.6542 -0.2340  C1 1.323, N5 1.178
3 C -0.5505 0.2219 -1.2486  N5 1.301, N6 1.304, H10 1.207
4 C -0.5070 -2.3210 1.3779  H9 1.076, H11 1.047, H12 1.171, H13 1.060
5 N 0.3696 0.9781 -0.7243  C2 1.178, C3 1.301
6 N -1.7456 0.7258 -1.3798  C3 1.304, H14 1.000, H15 1.020
7 H 2.2427 3.2073 0.7438  C1 1.017
8 H 3.2572 1.9193 0.1510  C1 1.101
9 H -1.0014 -2.1452 2.3170  C4 1.076
10 H -0.2004 -0.8549 -1.6658  C3 1.207
11 H -0.1094 -1.4623 0.9292  C4 1.047
12 H 0.3364 -3.1191 1.5275  C4 1.171
13 H -1.1818 -2.9530 0.8586  C4 1.060
14 H -2.3998 0.1732 -1.8956  N6 1.000
15 H -1.9498 1.6409 -0.9771  N6 1.020

Computed properties:
E: -7264.7483 eV
Charge: +1
HOMO level: -13.9 eV
Molecular weight: 85.130 g mol⁻¹
Energy relative to the best compared isomer or geometry (same formula, charge and spin): 327.4 kJ/mol
Gap between HOMO and LUMO: 9.021 eV

---

2.
2 unconnected molecules or ions with the total composition BrClHP in a non-equilibrium geometry, computed with ωB97M-V/def2-TZVPD.

Each atom is followed by the atoms it is bonded to, with distances in Å.
Cartesian coordinates (Å):
1 P 0.4018 -0.0824 0.7993  Br3 2.191, H4 1.404
2 Cl -2.2771 0.8163 -0.4784  no bonds
3 Br 1.9374 0.5753 -0.6187  P1 2.191
4 H -0.0621 -1.3092 0.2977  P1 1.404

Computed properties:
E: -91868.1819 eV
HOMO level (alpha / beta): -10.4 / -9.8 eV
Molecular weight: 147.339 g mol⁻¹
Energy relative to the best compared isomer or geometry (same formula, charge and spin): 213.8 kJ/mol
Gap between HOMO and LUMO (alpha / beta): 7.581 / 6.559 eV

---

3.
2 unconnected molecules or ions with the total composition C2H8N3 in a non-equilibrium geometry, computed with ωB97M-V/def2-TZVPD.

Each atom is followed by the atoms it is bonded to, with distances in Å.
Cartesian coordinates (Å):
1 C -0.7891 0.4128 -0.7959  C2 1.295, H6 1.064, H7 1.095
2 C 0.4179 0.4430 -0.3271  C1 1.295, N4 1.320
3 N 2.5903 -0.4392 0.2238  N4 1.360, H9 1.001, H10 1.017
4 N 1.6310 0.5239 0.1864  C2 1.320, N3 1.360, H11 1.045
5 N -2.9822 -1.3711 0.8046  H8 0.972, H12 0.967, H13 1.035
6 H -1.7054 0.1369 -0.3303  C1 1.064
7 H -0.8584 0.6039 -1.8720  C1 1.095
8 H -2.0770 -1.0622 0.6343  N5 0.972
9 H 2.9076 -0.5026 -0.7230  N3 1.001
10 H 2.5585 -1.3505 0.6740  N3 1.017
11 H 1.7873 1.3253 0.8389  N4 1.045
12 H -3.1020 -2.2014 1.2853  N5 0.967
13 H -3.2800 -1.8796 -0.0465  N5 1.035

Computed properties:
E: -6663.0761 eV
Charge: +1
HOMO level: -14.0 eV
Molecular weight: 74.107 g mol⁻¹
Energy relative to the best compared isomer or geometry (same formula, charge and spin): 535.8 kJ/mol
Gap between HOMO and LUMO: 8.481 eV

---

4.
2 unconnected molecules or ions with the total composition C4H11N2O2 in a non-equilibrium geometry, computed with ωB97M-V/def2-TZVPD.

Each atom is followed by the atoms it is bonded to, with distances in Å.
Cartesian coordinates (Å):
1 N -1.8629 0.6500 -1.2054  C2 1.420, H5 0.979, H6 0.985
2 C -2.3550 0.2357 0.0608  N1 1.420, O3 1.329, O4 1.239
3 O -2.3349 -1.0799 0.2487  C2 1.329, H7 0.973
4 O -2.6332 1.0292 0.9701  C2 1.239
5 H -1.0045 0.2394 -1.4366  N1 0.979
6 H -1.7663 1.6261 -1.2948  N1 0.985
7 H -2.3558 -1.5513 -0.6028  O3 0.973
8 C 1.4805 -0.1679 -1.6326  C9 1.473, H12 1.096, H13 1.082, H14 1.098
9 C 1.3383 -0.4720 -0.1981  C8 1.473, C10 1.315, H15 1.094
10 C 1.0881 0.3854 0.7667  C9 1.315, N11 1.450, H16 1.083
11 N 0.9316 -0.0319 2.1461  C10 1.450, H17 1.049, H18 1.001, H19 1.044
12 H 1.1689 0.8414 -1.9231  C8 1.096
13 H 2.5066 -0.3509 -1.9220  C8 1.082
14 H 0.8451 -0.8898 -2.1630  C8 1.098
15 H 1.4900 -1.5163 0.0896  C9 1.094
16 H 0.9910 1.4610 0.6813  C10 1.083
17 H 1.1939 -1.0282 2.3444  N11 1.049
18 H 1.3731 0.6474 2.7335  N11 1.001
19 H -0.0947 -0.0273 2.3372  N11 1.044

Computed properties:
E: -11394.6181 eV
Charge: +1
HOMO level: -13.7 eV
Molecular weight: 119.144 g mol⁻¹
Energy relative to the best compared isomer or geometry (same formula, charge and spin): 145.2 kJ/mol
Gap between HOMO and LUMO: 10.039 eV